Record 1
{
  "formula": "C34H33N5O3PbS4",
  "method": "ωB97M-V/def2-TZVPD",
  "homo_ev": -7.18,
  "homo_lumo_gap_ha": 0.2347,
  "relative_energy_kj_mol": 155.8,
  "lumo_ev": -0.797,
  "charge": 0,
  "species": ["Pb", "C", "C", "N", "C", "C", "C", "S", "N", "C", "O", "C", "C", "C", "C", "C", "C", "H", "H", "H", "H", "H", "H", "H", "H", "H", "H", "H", "H", "H", "H", "H", "C", "O", "C", "C", "C", "C", "C", "C", "N", "C", "C", "C", "C", "C", "C", "C", "O", "H", "H", "H", "H", "H", "H", "H", "H", "H", "H", "H", "H", "H", "S", "C", "S", "C", "N", "N", "C", "C", "C", "C", "C", "C", "S", "H", "H", "H", "H", "H"],
  "positions_angstrom": [[-0.15842, 0.69150, -0.10191], [4.61474, 2.00391, 3.58795], [4.91405, 0.60542, 3.05540], [4.39324, 0.35927, 1.70790], [5.33518, 0.42375, 0.59604], [5.40843, 1.81095, -0.03876], [3.07577, 0.13758, 1.53427], [2.49732, -0.13144, -0.07847], [2.35482, 0.07199, 2.64846], [1.09147, 0.34727, 2.88420], [0.26373, 0.94947, 2.12816], [0.59312, 0.00295, 4.24841], [-0.78199, -0.08960, 4.45643], [-1.27908, -0.29692, 5.73197], [-0.40633, -0.39878, 6.80620], [0.96393, -0.32395, 6.60130], [1.46518, -0.13062, 5.32427], [5.00332, 2.09896, 4.60276], [3.54051, 2.18121, 3.60899], [5.07922, 2.76952, 2.96659], [4.47683, -0.13857, 3.72003], [5.99117, 0.44600, 3.01976], [5.03720, -0.30612, -0.15370], [6.31405, 0.14079, 0.98188], [4.42102, 2.10752, -0.39074], [6.09275, 1.80014, -0.88771], [5.75823, 2.55177, 0.68054], [-1.44641, 0.01504, 3.60971], [-2.34764, -0.35840, 5.89267], [-0.79812, -0.52500, 7.80769], [1.63760, -0.40022, 7.44510], [2.52956, -0.05988, 5.15019], [-5.43189, -2.87381, -3.47356], [-4.10788, -2.43910, -3.21981], [-3.42249, -3.04256, -2.21990], [-3.94885, -4.04497, -1.41555], [-3.17024, -4.63444, -0.42994], [-1.85693, -4.24240, -0.24455], [-1.32256, -3.25003, -1.04768], [-2.09301, -2.63769, -2.02145], [-1.50986, -1.65085, -2.86171], [-2.02540, -0.46314, -3.19011], [-3.01333, 0.26234, -2.52944], [-3.75157, 1.21694, -3.29137], [-4.77888, 1.91441, -2.74818], [-5.10617, 1.72375, -1.37987], [-4.38290, 0.88798, -0.58923], [-3.25933, 0.16010, -1.09588], [-2.47886, -0.46233, -0.32293], [-5.78800, -2.26691, -4.30134], [-6.07750, -2.71258, -2.60719], [-5.45617, -3.92918, -3.75736], [-4.96547, -4.37989, -1.56145], [-3.60102, -5.41336, 0.18502], [-1.25204, -4.69367, 0.52991], [-0.29976, -2.91960, -0.91051], [-0.67116, -1.93596, -3.34162], [-1.62420, -0.04084, -4.10704], [-3.50583, 1.33123, -4.34162], [-5.34633, 2.61429, -3.34587], [-5.93639, 2.28042, -0.96291], [-4.59637, 0.78287, 0.46665], [0.34670, 8.11670, 1.58816], [0.08234, 6.72934, 0.74486], [-1.13877, 5.54454, 1.16254], [-0.59481, 4.50782, -0.16483], [0.38961, 5.01058, -0.81264], [0.76479, 6.24037, -0.33308], [1.85988, 6.85315, -1.01347], [1.90792, 8.21667, -1.27226], [2.97449, 8.73334, -1.99350], [3.98740, 7.90756, -2.45362], [3.93741, 6.54784, -2.18530], [2.87639, 6.01869, -1.47194], [-1.40553, 3.03379, -0.53556], [1.12455, 8.86886, -0.92464], [3.00427, 9.79466, -2.20314], [4.80641, 8.31986, -3.02901], [4.72599, 5.89238, -2.53194], [2.81128, 4.95946, -1.27081]],
  "forces_ev_per_angstrom": [[-0.27, -0.12, 0.01], [0.01, -0.10, -0.11], [-0.09, 0.13, 0.12], [-0.18, 0.02, 0.14], [-0.01, 0.19, -0.21], [-0.05, -0.09, 0.11], [0.15, 0.22, -0.31], [0.24, -0.15, 0.12], [0.00, -0.10, 0.42], [0.23, -0.08, -0.24], [0.05, -0.06, -0.24], [-0.17, 0.09, 0.04], [0.09, 0.02, -0.01], [-0.01, -0.01, -0.02], [-0.04, -0.01, 0.05], [0.00, -0.01, 0.04], [-0.02, -0.03, -0.04], [-0.01, 0.03, 0.00], [0.00, 0.01, 0.03], [0.00, 0.02, 0.02], [0.03, -0.03, 0.00], [-0.01, -0.05, -0.03], [0.03, -0.04, 0.04], [-0.02, -0.07, 0.02], [0.01, 0.02, -0.03], [0.01, 0.01, 0.01], [0.03, 0.02, -0.03], [-0.03, 0.05, 0.02], [0.01, -0.02, -0.01], [0.02, -0.04, -0.01], [0.02, -0.01, -0.03], [0.01, 0.02, 0.00], [-0.07, 0.02, -0.03], [0.11, 0.03, 0.00], [0.10, 0.03, -0.05], [-0.04, -0.03, 0.03], [-0.01, 0.01, -0.05], [0.08, -0.08, 0.10], [-0.03, 0.14, -0.08], [-0.08, -0.10, 0.19], [-0.06, 0.23, -0.02], [-0.15, -0.03, 0.23], [0.22, -0.09, 0.19], [-0.09, 0.10, -0.13], [0.04, 0.03, -0.28], [0.10, -0.13, 0.10], [-0.24, 0.17, 0.10], [0.14, -0.24, -0.08], [-0.14, -0.03, -0.08], [0.00, -0.01, 0.01], [0.03, 0.01, 0.00], [0.01, 0.02, 0.01], [0.01, 0.02, 0.02], [0.01, 0.01, 0.02], [0.01, -0.02, -0.03], [0.01, 0.01, 0.03], [-0.04, -0.01, -0.14], [0.02, -0.06, -0.04], [0.01, 0.05, 0.01], [0.01, -0.01, 0.00], [0.02, 0.00, 0.06], [0.01, -0.01, -0.01], [-0.03, 0.18, 0.13], [0.11, -0.31, -0.12], [0.32, -0.04, -0.44], [0.00, 0.48, 0.62], [0.18, -0.20, -0.42], [-0.36, 0.12, 0.31], [0.21, -0.08, -0.12], [-0.07, -0.07, 0.00], [0.00, 0.00, 0.00], [0.04, 0.04, -0.04], [-0.01, -0.03, 0.01], [-0.07, 0.03, 0.11], [-0.29, -0.02, -0.10], [-0.07, -0.01, 0.04], [-0.01, 0.00, 0.01], [0.01, 0.00, 0.04], [-0.01, 0.00, -0.02], [0.02, -0.02, -0.02]]
}


Record 2
{
  "formula": "C34H33N5O3S5W",
  "method": "ωB97M-V/def2-TZVPD",
  "homo_ev": -13.45,
  "homo_lumo_gap_ha": 0.2514,
  "relative_energy_kj_mol": 0.0,
  "lumo_ev": -6.612,
  "charge": 2,
  "species": ["W", "C", "C", "S", "C", "C", "S", "C", "C", "S", "H", "H", "H", "H", "H", "H", "H", "H", "H", "H", "H", "H", "C", "C", "N", "N", "C", "S", "S", "C", "C", "C", "C", "C", "C", "C", "C", "C", "C", "C", "C", "C", "O", "H", "H", "H", "H", "H", "H", "H", "H", "H", "H", "H", "H", "H", "H", "O", "N", "O", "C", "C", "C", "C", "C", "C", "N", "C", "C", "N", "C", "C", "C", "C", "H", "H", "H", "H", "H", "H", "H"],
  "positions_angstrom": [[0.06210, -0.09877, 0.19850], [-2.37310, -0.87685, 3.03401], [-3.54581, -0.85729, 2.07533], [-3.30226, 0.46529, 0.88184], [-3.79039, -0.32112, -0.64111], [-3.00313, -1.58300, -0.99452], [-0.41236, -2.02079, -1.95922], [-1.43267, -3.15592, 0.27975], [-1.10825, -3.02114, 1.77283], [-0.77437, -1.33245, 2.32190], [-2.53397, -1.59261, 3.84305], [-2.23328, 0.09838, 3.50644], [-4.46898, -0.69669, 2.63223], [-3.63525, -1.81518, 1.56229], [-3.68118, 0.44294, -1.40670], [-4.85106, -0.56891, -0.59675], [-3.07628, -1.67210, -2.07466], [-3.58032, -2.43358, -0.63030], [-0.67143, -3.80272, -0.15700], [-2.36875, -3.70584, 0.17665], [-0.21561, -3.58623, 2.02983], [-1.90787, -3.38515, 2.41841], [-2.01447, 2.53459, -2.39643], [-0.82352, 1.65584, -2.23791], [-1.01314, 0.44988, -1.72950], [0.12551, -0.38862, -1.85526], [-1.53737, -1.82585, -0.52115], [1.33126, -1.84717, 0.20521], [-1.40293, -2.04566, -3.70063], [-0.19845, -2.98904, -4.75644], [1.12030, -3.26082, -4.10718], [1.35934, -4.49113, -3.50459], [2.56782, -4.73516, -2.86871], [3.54172, -3.74728, -2.82806], [3.30735, -2.51582, -3.42740], [2.10061, -2.27298, -4.06392], [0.49248, 2.12460, -2.57838], [0.76435, 2.91487, -3.70766], [2.03852, 3.37959, -3.93239], [3.04725, 3.10713, -3.00192], [2.79177, 2.38486, -1.85433], [1.50759, 1.88556, -1.63663], [1.25151, 1.30821, -0.44942], [-2.86826, 2.15611, -1.83936], [-1.79596, 3.56755, -2.12893], [-2.29519, 2.53367, -3.45523], [-0.70316, -3.90799, -5.04506], [-0.09205, -2.35462, -5.63507], [0.60738, -5.27109, -3.54597], [2.75296, -5.70151, -2.41922], [4.49111, -3.94424, -2.34804], [4.07299, -1.75140, -3.41354], [1.92418, -1.31275, -4.53591], [-0.02053, 3.11616, -4.42555], [2.26187, 3.95813, -4.81721], [4.04594, 3.48651, -3.17509], [3.56131, 2.20881, -1.11623], [-1.50759, 3.49883, 6.23714], [-0.29586, 3.42091, 6.18187], [0.49018, 3.88782, 6.96838], [0.25394, 2.65264, 5.04457], [1.41630, 2.00226, 5.23141], [1.96097, 1.21307, 4.16504], [3.25846, 0.66691, 4.20659], [3.73409, 0.04252, 3.08822], [2.89127, -0.13574, 1.97990], [1.63764, 0.27802, 1.95286], [1.21757, 1.01809, 3.00473], [0.00383, 1.75172, 2.81990], [-0.56139, 1.65577, 1.58997], [-1.45078, 2.56328, 1.23254], [-1.92913, 3.53725, 2.12338], [-1.48043, 3.53863, 3.41454], [-0.45543, 2.63836, 3.79331], [1.94347, 2.10331, 6.17055], [3.86992, 0.78788, 5.09141], [4.74269, -0.34115, 3.03493], [3.24747, -0.66342, 1.10708], [-1.84219, 2.51015, 0.22812], [-2.66635, 4.24614, 1.77643], [-1.87462, 4.23751, 4.13748]],
  "forces_ev_per_angstrom": [[0.58, -1.75, 0.00], [-0.07, 0.05, 0.20], [0.01, -0.14, 0.12], [-0.25, -0.24, -0.09], [-0.01, -0.08, -0.12], [-0.04, -0.12, 0.31], [0.14, 1.13, 0.31], [-0.09, 0.02, -0.07], [-0.03, -0.05, -0.01], [-0.22, 0.04, 0.23], [-0.02, 0.02, 0.00], [0.05, 0.00, -0.03], [0.00, 0.01, 0.00], [-0.02, 0.04, -0.06], [0.03, -0.06, 0.05], [-0.01, 0.02, -0.03], [-0.01, -0.04, -0.05], [-0.02, 0.03, 0.02], [0.04, 0.04, -0.01], [0.01, -0.02, 0.02], [0.02, 0.02, 0.01], [-0.02, 0.00, -0.03], [0.01, 0.02, -0.06], [-0.06, -0.25, 0.16], [-0.24, 0.53, -0.44], [-0.14, -0.21, 0.03], [0.03, 0.10, -0.17], [0.42, -0.33, -0.01], [-0.33, -0.13, -0.38], [0.05, -0.08, -0.17], [0.04, -0.01, 0.01], [0.00, -0.03, 0.00], [0.00, 0.01, 0.01], [0.00, 0.02, -0.01], [0.02, -0.05, 0.05], [-0.01, 0.03, -0.01], [-0.02, 0.10, -0.11], [0.06, -0.05, 0.03], [0.01, -0.01, 0.04], [0.06, 0.02, 0.00], [-0.14, 0.03, -0.18], [0.23, 0.00, 0.25], [-0.24, 0.09, -0.09], [0.02, 0.07, -0.01], [0.01, -0.01, 0.02], [0.00, 0.01, 0.00], [-0.04, 0.01, 0.05], [0.00, 0.00, 0.01], [-0.02, 0.02, -0.02], [0.01, 0.00, 0.00], [0.00, 0.00, 0.01], [0.00, 0.01, -0.01], [-0.02, 0.00, -0.01], [-0.03, 0.00, 0.02], [-0.01, 0.00, -0.01], [-0.01, 0.00, -0.01], [-0.01, -0.01, 0.02], [0.02, 0.01, 0.05], [0.04, 0.04, -0.06], [-0.04, -0.05, 0.01], [-0.04, 0.04, 0.08], [-0.08, -0.01, -0.17], [0.23, -0.07, 0.18], [-0.11, 0.07, 0.03], [0.02, -0.11, -0.23], [-0.08, -0.07, 0.18], [0.13, 0.76, 0.44], [-0.11, 0.10, -0.02], [0.00, 0.04, -0.11], [0.18, 0.16, -0.39], [-0.07, 0.33, 0.38], [0.12, -0.23, -0.30], [0.06, -0.03, 0.22], [-0.14, 0.11, -0.10], [0.02, -0.01, 0.00], [0.01, -0.01, 0.00], [0.01, 0.02, 0.03], [0.02, -0.03, -0.01], [0.11, 0.06, 0.02], [0.00, 0.03, 0.04], [0.00, 0.02, -0.04]]
}


Record 3
{
  "formula": "C34H33N6O14",
  "method": "ωB97M-V/def2-TZVPD",
  "homo_ev": -5.82,
  "homo_lumo_gap_ha": 0.2255,
  "relative_energy_kj_mol": 0.0,
  "lumo_ev": 0.322,
  "charge": -1,
  "species": ["C", "O", "O", "O", "H", "C", "C", "C", "C", "C", "C", "N", "O", "O", "H", "H", "H", "H", "H", "C", "C", "C", "C", "C", "C", "N", "O", "O", "H", "H", "H", "H", "H", "C", "C", "C", "C", "C", "C", "N", "O", "O", "H", "H", "H", "H", "H", "C", "C", "C", "C", "C", "C", "N", "O", "O", "H", "H", "H", "H", "H", "C", "C", "C", "C", "C", "C", "N", "O", "O", "H", "H", "H", "H", "H", "C", "O", "N", "C", "C", "H", "H", "H", "H", "H", "H", "H"],
  "positions_angstrom": [[-1.25969, 0.55283, -0.33032], [-2.39069, 1.10383, -0.30432], [-0.56669, 0.63383, -1.48132], [-0.82069, -0.17717, 0.64968], [-1.29669, 0.77483, -1.93032], [-1.56269, 4.02283, 3.33068], [-1.15369, 5.49183, 3.46968], [-0.45469, 6.19683, 2.16668], [-0.47269, 5.41583, 0.87268], [-0.99369, 3.99383, 0.84968], [-1.66669, 3.50283, 2.16868], [0.03531, 6.07783, -0.34632], [-0.20569, 5.68283, -1.52332], [0.78431, 7.00383, -0.11032], [-1.86769, 3.61683, 4.28968], [-0.78569, 5.88283, 4.48268], [-0.29169, 7.28983, 2.31368], [-1.04069, 3.55383, -0.18532], [-2.12369, 2.51683, 1.85268], [2.40031, -0.54917, -5.14732], [3.41131, -1.49317, -5.91732], [3.49631, -2.92517, -5.70432], [2.63931, -3.54317, -4.50332], [1.57031, -2.66017, -3.94832], [1.50631, -1.02217, -4.16832], [2.82831, -4.98717, -4.00332], [3.61131, -5.70317, -4.73332], [2.46531, -5.31417, -2.87732], [2.60631, 0.47483, -5.09832], [4.23331, -0.89917, -6.40832], [3.95831, -3.44517, -6.35832], [0.90331, -2.98017, -3.13532], [0.79531, -0.44317, -3.81332], [-1.15569, -4.18417, -4.78632], [-1.81969, -3.24417, -3.80832], [-2.17969, -1.78617, -4.29732], [-1.35469, -1.27617, -5.41832], [-0.76969, -2.30517, -6.39232], [-0.71369, -3.73117, -6.09332], [-1.44769, 0.14583, -5.67932], [-1.68069, 0.56183, -6.91432], [-1.37869, 0.92483, -4.69532], [-0.89269, -5.17117, -4.64432], [-2.21769, -3.64717, -2.92232], [-2.87369, -1.03817, -3.73232], [-0.44569, -1.72817, -7.23132], [-0.15069, -4.51117, -6.82832], [-5.56069, 1.01583, 3.20668], [-5.90769, 0.69583, 4.63468], [-5.03469, -0.30117, 5.43568], [-3.86469, -0.87017, 4.79368], [-3.46669, -0.46917, 3.41068], [-4.41169, 0.48283, 2.62568], [-3.02669, -1.82017, 5.48468], [-1.85469, -2.14917, 4.99068], [-3.43169, -2.20917, 6.51268], [-6.19669, 1.71083, 2.79868], [-6.68169, 1.26783, 5.09968], [-5.39669, -0.59517, 6.48268], [-2.49569, -0.95217, 2.98868], [-4.15869, 0.75283, 1.47068], [1.84831, -1.82517, 2.69768], [0.94631, -0.90217, 3.45768], [1.08931, -0.89017, 5.03168], [1.78431, -2.02017, 5.74768], [2.91731, -2.77917, 4.87768], [2.72331, -2.71717, 3.43568], [1.78431, -2.08417, 7.19168], [2.44831, -3.02217, 7.81268], [1.01231, -1.37317, 7.73668], [1.95531, -1.81317, 1.63268], [0.26731, 0.01883, 3.31168], [0.44631, -0.36717, 5.73068], [3.49331, -3.26717, 5.58068], [3.29031, -3.53017, 2.77568], [4.12831, 3.00883, -0.58432], [4.99531, 3.12583, -1.40432], [3.11231, 2.17083, -0.69432], [2.21431, 1.77183, 0.42768], [2.89431, 1.35783, -1.94032], [4.38631, 3.57383, 0.40168], [2.11831, 2.59983, 1.12468], [2.48631, 0.92983, 1.16068], [1.10731, 1.66683, 0.20768], [2.03631, 1.59883, -2.40932], [2.96731, 0.19883, -1.65532], [3.82531, 1.35383, -2.56532]],
  "forces_ev_per_angstrom": [[-1.00, -2.75, 5.73], [0.37, 0.49, -0.76], [5.50, -1.29, 2.83], [0.22, 1.85, -2.35], [-5.14, 1.80, -5.24], [1.02, 6.97, 5.07], [3.95, -1.01, -4.02], [-3.42, -3.39, 2.09], [-1.94, -2.44, 3.15], [-0.43, 4.72, 2.23], [1.20, -3.86, -9.87], [0.61, -0.64, -1.83], [-0.07, 0.36, 3.16], [-0.12, 0.32, -0.21], [-0.29, -0.49, -0.40], [-1.16, -0.32, -1.61], [0.35, -1.21, -0.66], [-0.19, -0.12, 1.59], [0.47, 0.85, 1.20], [1.49, -4.63, 1.21], [-1.42, -0.08, 2.94], [-5.96, 5.72, 6.61], [-2.03, 4.10, -1.49], [2.72, 1.63, -0.36], [5.56, -7.52, -4.77], [2.82, -0.34, -0.98], [-2.68, 2.01, 1.84], [-0.14, 0.69, -1.95], [0.09, 1.58, -0.82], [-1.19, -1.18, -0.18], [3.71, -3.93, -3.73], [0.53, -0.26, -0.51], [-3.29, 2.36, 2.46], [-1.11, 5.53, -0.42], [0.37, 1.65, -5.82], [3.04, -1.49, 0.33], [-1.96, -5.19, 0.73], [-1.44, 0.88, 3.14], [0.64, 1.62, -0.11], [-1.02, 3.20, -2.45], [1.23, -1.85, 4.70], [-0.08, -2.12, -2.54], [0.03, -1.99, 1.23], [-0.47, -0.15, 1.00], [1.56, -1.72, -0.80], [0.63, -0.66, -0.92], [-1.62, 2.22, 1.83], [1.58, -2.75, 5.09], [4.60, -2.70, -1.12], [-1.92, 1.80, -1.95], [-1.09, 2.80, -3.70], [-2.20, 0.61, 0.65], [2.50, -1.69, -0.69], [4.37, 0.04, -2.91], [-3.99, 1.17, 1.30], [-0.74, -1.35, 2.55], [-1.14, 1.40, -1.53], [-0.46, -0.18, 0.37], [0.94, 0.49, -1.77], [-2.02, 1.23, 0.49], [-0.21, -0.81, 3.04], [-1.48, 1.70, 4.12], [2.29, 0.02, 4.13], [0.76, -5.12, -1.36], [3.26, 1.97, -6.26], [-6.79, 3.56, -0.69], [1.11, -1.39, 0.82], [1.68, -3.98, 0.65], [-1.44, 2.88, -2.27], [-0.89, 1.38, 1.38], [-0.54, 0.01, -0.38], [1.23, -2.01, -1.43], [-0.17, 0.61, -0.69], [1.75, -1.78, 0.31], [-0.89, 2.17, 1.54], [1.73, 0.70, 2.40], [1.14, 0.47, -1.94], [-3.02, -2.53, 0.17], [-1.00, 0.62, 1.44], [5.29, -3.19, 2.77], [-1.63, -0.96, -0.87], [0.51, 0.56, 0.08], [0.19, 0.65, -1.81], [1.55, -0.42, -0.69], [-2.83, 0.73, -1.55], [-0.93, 2.38, -0.23], [-1.02, 0.94, 0.27]]
}


- Which value of charge does entry 1 give?
  0


- Among the records above, which one has the highest charge?
  C34H33N5O3S5W